This record from the OMol25 dataset describes a single C4H5F2O4P molecule in a non-equilibrium geometry. The level of theory is the ωB97M-V functional and the def2-TZVPD basis.

Structure (XYZ):
```
16
Properties=species:S:1:pos:R:3
C 0.388 0.332 0.786
C -0.640 -0.275 -0.028
C 1.326 2.527 1.185
C -1.886 -0.284 -1.878
O 1.155 -0.310 1.485
O -0.806 -1.617 0.077
O 0.335 1.679 0.687
O -1.131 0.291 -1.008
F 0.923 -3.162 0.848
F -0.505 -3.674 -0.854
P 0.482 -2.475 -0.510
H 1.078 3.554 0.870
H 2.225 2.142 0.668
H 1.516 2.290 2.241
H -2.044 -1.405 -1.904
H -2.415 0.387 -2.665
```

Results
**Total charge**: 0
**Lowest unoccupied orbital energy (spin up / spin down)**: 0.76 / -1.30 eV
**Multiplicity**: 3
**HOMO (spin up / spin down)**: -6.935 / -10.871 eV


This record from the OMol25 dataset describes a single CHF2NO3 molecule in a non-equilibrium geometry. The level of theory is the ωB97M-V functional and the def2-TZVPD basis.

Structure (XYZ):
```
8
Properties=species:S:1:pos:R:3
C -0.265 0.517 0.190
N 0.057 -1.101 0.129
O 1.203 -1.351 -0.144
O -0.896 -1.828 0.227
O 0.796 1.262 -0.169
F -1.397 0.754 -0.599
F -0.569 0.760 1.413
H 1.071 0.988 -1.047
```

Results
**Total charge**: 0
**SMILES**: O=[N+]([O-])C(O)(F)F
**Energy above the lowest of the compared OMol25 structures with the same formula, charge and spin**: 52.5 kJ/mol
**Lowest unoccupied orbital energy**: -0.29 eV
**HOMO**: -11.709 eV


Molar mass? In order: 186.050 113.019 u.
DFT total energy? In order: -997.38951 -518.81599 Eh.